Formula: C32H30BeO4P2S2Se2
Source: the OMol25 dataset
Level of theory: ωB97M-V with the def2-TZVPD basis set

Output
- Largest force on an atom: 0.008 Eh/bohr
- E_LUMO: 0.00973 Ha
- Relative energy (zero: lowest compared OMol25 entry of this formula, charge and spin): 0.026 eV
- Gap between HOMO and LUMO: 7.992 eV
- Energy: -7835.267269 Ha

CARTESIAN COORDINATES (ANGSTROEM)
Be -0.57133 0.67725 -1.59363
Se -0.80612 0.87412 2.02136
P -1.80325 -0.83251 1.25464
Se -1.87566 -1.04928 -0.93346
C -3.52394 -0.92680 1.86720
C -4.58375 -1.33223 1.06444
C -5.86613 -1.41824 1.59299
C -6.09270 -1.10552 2.92398
C -5.03494 -0.70285 3.73040
C -3.75681 -0.61053 3.20513
C -1.07434 -2.38265 1.89488
C -0.20459 -2.35144 2.97703
C 0.31558 -3.53405 3.48593
C -0.03027 -4.74928 2.91530
C -0.89779 -4.78361 1.82963
C -1.41857 -3.60468 1.32001
H -4.40653 -1.57669 0.02460
H -6.68682 -1.73279 0.96108
H -7.09189 -1.17311 3.33469
H -5.20825 -0.45485 4.76960
H -2.93284 -0.27510 3.82331
H 0.07285 -1.39542 3.40358
H 0.99863 -3.50198 4.32516
H 0.37820 -5.67083 3.31040
H -1.16526 -5.72964 1.37693
H -2.08006 -3.63213 0.46288
O 0.19737 -0.36710 -5.29310
S 0.52777 -0.28591 -3.90250
O 0.71594 -1.50120 -3.15378
O -0.47122 0.61631 -3.19456
C 2.05684 0.61673 -3.75786
C 2.77939 0.84858 -4.91770
C 4.00821 1.48712 -4.84851
C 4.50692 1.89383 -3.62091
C 3.77456 1.66946 -2.46497
C 2.54121 1.02506 -2.51132
P 1.58019 0.73799 -0.97321
C 1.96974 2.22652 -0.00261
C 1.78985 3.46858 -0.61092
C 1.97603 4.63674 0.10896
C 2.33702 4.57665 1.44908
C 2.50304 3.34561 2.06373
C 2.31526 2.17311 1.34379
C 2.41394 -0.66007 -0.17548
C 1.74316 -1.87560 -0.10327
C 2.35401 -2.97304 0.48767
C 3.63659 -2.86221 0.99795
C 4.31957 -1.65442 0.91154
C 3.71248 -0.55741 0.32498
H 2.36561 0.52267 -5.86169
H 4.57353 1.66676 -5.75345
H 5.46533 2.39289 -3.55984
H 4.16115 2.01633 -1.51482
H 1.50321 3.52224 -1.65521
H 1.83790 5.59502 -0.37489
H 2.48288 5.48908 2.01282
H 2.77153 3.29190 3.11079
H 2.41911 1.21752 1.83872
H 0.74925 -1.96780 -0.52065
H 1.81712 -3.91041 0.55109
H 4.11129 -3.71771 1.46195
H 5.32542 -1.56866 1.30216
H 4.24935 0.38134 0.26505
C -3.56022 2.35271 -0.18793
S -2.44787 2.83558 -1.49974
C -3.22538 1.95966 -2.84985
O -1.14811 2.11426 -1.14745
H -3.62489 1.26530 -0.16729
H -4.53158 2.81276 -0.36999
H -3.12883 2.71294 0.74333
H -4.18268 2.44500 -3.03666
H -3.35051 0.91374 -2.57444
H -2.57389 2.04639 -3.71705

Results of the Mulliken charge analysis, in e, for atoms 1 through 5: Be -0.114; Se -0.277; P 0.256; Se -0.448; C 0.883

Formula: C32H30ClIrN5O2S
Source: the OMol25 dataset
Level of theory: ωB97M-V with the def2-TZVPD basis set

Output
- Largest force on an atom: 0.025 Eh/bohr
- E_LUMO (spin up / spin down): 0.07258 / 0.07936 Ha
- Total charge: -1
- Relative energy (zero: lowest compared OMol25 entry of this formula, charge and spin): 2.524 eV
- Gap between HOMO and LUMO (spin up / spin down): 5.111 / 6.029 eV
- Energy: -2624.477325 Ha

CARTESIAN COORDINATES (ANGSTROEM)
Ir -0.01597 -0.17729 0.06624
N -1.69752 2.52753 3.00837
C -1.18060 1.84425 1.93721
S -0.07782 0.55366 2.27685
N -1.55554 2.28416 0.75224
N -1.01754 1.55793 -0.25744
C -1.21708 1.90427 -1.50243
C -2.07983 3.03034 -1.92043
C -3.03170 2.83475 -2.92172
C -3.85954 3.86892 -3.33123
C -3.75163 5.12042 -2.74255
C -2.81407 5.32328 -1.73875
C -1.98841 4.28907 -1.32748
C -0.50965 1.06787 -2.47639
C -0.37258 1.41536 -3.82455
C 0.37206 0.62005 -4.66662
C 0.96794 -0.53154 -4.16227
C 0.80808 -0.82154 -2.82507
N 0.11797 -0.03668 -1.99367
H -1.69280 1.99887 3.86492
H -2.56720 2.99737 2.80966
H -3.13728 1.85195 -3.36530
H -4.59415 3.69299 -4.10730
H -4.39771 5.92991 -3.05858
H -2.72290 6.29611 -1.27175
H -1.26441 4.45038 -0.54199
H -0.83581 2.32188 -4.18442
H 0.49104 0.89133 -5.70790
H 1.54612 -1.19385 -4.79055
H 1.23178 -1.70874 -2.37938
O -3.07979 -0.45311 1.61439
C -2.94282 -1.17617 0.65209
N -1.83654 -1.30293 -0.16487
C -2.10150 -2.18374 -1.18481
O -1.35725 -2.52252 -2.08591
C -3.50813 -2.69488 -1.01069
C -4.25034 -3.59020 -1.75009
C -5.54294 -3.86924 -1.30946
C -6.05636 -3.26217 -0.16619
C -5.29324 -2.35577 0.56783
C -4.01711 -2.09219 0.11957
H -3.83868 -4.05390 -2.63747
H -6.16012 -4.56655 -1.86280
H -7.06279 -3.50143 0.15510
H -5.67916 -1.87226 1.45616
C 3.08787 -1.04244 1.88519
C 1.98131 -2.06506 1.63858
C 2.55960 -3.47900 1.72427
C 1.29704 -1.82416 0.29008
H 3.57799 -1.20115 2.85050
H 2.69465 -0.02550 1.86183
H 3.85038 -1.12186 1.10317
H 1.23609 -1.96092 2.43669
H 3.29820 -3.63181 0.93037
H 1.77510 -4.22887 1.59934
H 3.05458 -3.65780 2.68408
H 0.70144 -2.71740 0.04604
H 2.09059 -1.77601 -0.47607
Cl 7.48489 2.97418 1.90623
C 5.90472 2.64685 1.23703
C 4.80758 3.37070 1.68352
C 3.56255 3.11886 1.14448
C 3.37465 2.14572 0.13689
C 2.10977 1.92332 -0.44886
C 4.51433 1.41181 -0.26491
C 5.76043 1.65998 0.27020
H 4.93830 4.12150 2.45167
H 2.70007 3.67079 1.49826
H 2.00749 1.20464 -1.24566
H 1.24995 2.50517 -0.15559
H 4.39156 0.63324 -1.00842
H 6.62546 1.09457 -0.05065

Results of the Mulliken charge analysis, in e, for atoms 1 through 5: Ir 1.887; N -0.537; C 0.684; S -0.788; N -1.746

Formula: C32H30IrN13Si
Source: the OMol25 dataset
Level of theory: ωB97M-V with the def2-TZVPD basis set

Output
- Largest force on an atom: 0.081 Eh/bohr
- 2S+1: 6
- E_LUMO (spin up / spin down): -0.09880 / -0.17365 Ha
- Total charge: +1
- Relative energy (zero: lowest compared OMol25 entry of this formula, charge and spin): 1.418 eV
- Gap between HOMO and LUMO (spin up / spin down): 6.909 / 6.536 eV
- Energy: -2342.606003 Ha

CARTESIAN COORDINATES (ANGSTROEM)
Ir 8.99668 9.77462 13.35666
C 6.29858 9.60000 15.46175
N 6.47208 10.03503 14.07164
C 5.74118 9.18664 13.15589
C 6.39712 7.85312 13.03456
C 5.55857 6.82923 12.71842
C 6.07654 5.62181 12.37654
C 7.44510 5.36936 12.61521
C 8.22132 6.50464 12.86434
N 7.71796 7.70598 13.04744
C 6.10771 11.42835 13.97908
C 7.11516 12.31395 14.50860
C 6.77127 13.54128 15.06428
C 7.70503 14.35823 15.55463
C 9.03643 13.90545 15.62438
C 9.37331 12.67105 15.04302
N 8.41149 11.92047 14.51702
C 7.37204 8.58266 15.99654
C 6.99175 7.52170 16.88740
C 7.99630 6.74748 17.40655
C 9.31579 7.12921 17.23588
C 9.59742 8.08459 16.25864
N 8.65961 8.76417 15.67967
H 6.42080 10.46634 16.15168
H 5.31559 9.21395 15.59710
H 4.71633 9.13243 13.39100
H 5.85640 9.59578 12.13936
H 4.48374 7.00978 12.55204
H 5.36306 4.90092 11.98339
H 7.98161 4.39956 12.60238
H 9.30588 6.45226 12.91607
H 5.80074 11.73476 12.96735
H 5.18040 11.61161 14.53879
H 5.69726 13.73624 15.01579
H 7.50813 15.40194 15.87869
H 9.82229 14.52172 16.10295
H 10.33602 12.35347 14.94848
H 5.96138 7.28610 17.05190
H 7.72217 5.88161 17.91932
H 10.04329 6.67326 17.90683
H 10.62645 8.41125 15.99634
N 12.12696 7.87034 12.79886
C 12.11382 8.97454 13.56941
N 13.24333 9.45561 14.10137
N 12.82235 10.48273 14.93240
N 11.53091 10.59533 14.90451
N 11.04398 9.65975 14.04908
C 11.28577 7.80688 11.67110
N 11.66866 7.16126 10.57394
N 10.86672 7.52730 9.64924
N 10.06822 8.43041 10.17650
N 10.30268 8.67435 11.48957
H 13.09254 7.64799 12.55547
C 10.50435 15.49953 11.67979
C 9.16328 15.40834 11.20639
C 8.56933 14.12672 11.08050
C 9.28046 13.00508 11.34538
C 10.61652 13.09963 11.82641
C 11.22237 14.35579 12.02906
Si 8.50596 11.27475 11.29108
C 8.82906 10.48524 9.60556
C 8.95427 11.22578 8.49763
C 9.00778 10.70938 7.15385
C 8.86619 9.32827 6.96731
C 8.87891 8.42577 8.02892
C 8.90663 8.97057 9.46928
H 10.93347 16.50772 11.66827
H 8.51842 16.29108 11.03026
H 7.55008 14.09834 10.83602
H 11.21915 12.21154 12.10773
H 12.23965 14.46365 12.24832
H 7.02251 11.44248 11.10535
H 8.81909 12.32191 8.55290
H 9.36284 11.36781 6.38192
H 8.80646 8.90050 5.94554
H 8.81691 7.36911 7.99519
H 7.98453 8.53745 9.98638

Results of the Mulliken charge analysis, in e, for atoms 1 through 5: Ir 4.020; C -0.718; N 0.238; C -1.917; C 1.228